Entry 1:
Computed, not measured: a molecular structure, C8H9N in a non-equilibrium geometry, with the ωB97M-V functional and the def2-TZVPD basis.

- net charge = 0
- HOMO-LUMO gap (eV) = 9.849
- relative energy (zero: lowest compared OMol25 entry of this formula, charge and spin) (kJ/mol) = 360.09

Structure (XYZ):
```
18
Properties=species:S:1:pos:R:3:forces:R:3
C -2.436 0.327 -0.301 0.983 -0.251 0.060
C 1.024 0.146 -0.572 2.147 1.894 0.512
C 0.327 0.884 0.491 -3.451 -3.894 -2.229
C 2.349 0.181 -0.684 0.049 0.039 -1.004
C 0.657 1.733 1.383 0.979 2.029 2.094
C -0.111 -0.338 -1.321 -2.747 -2.474 -1.948
C -1.129 -0.233 -0.115 3.162 1.450 1.458
C -1.046 -1.508 0.740 -2.657 -1.833 -0.551
N -3.469 0.801 -0.418 -0.948 0.373 -0.149
H 2.902 -0.127 -1.576 -0.260 -0.317 0.444
H 2.914 0.728 0.061 0.050 -0.152 0.048
H 0.055 2.274 2.093 -0.625 -0.303 -0.028
H 1.706 2.008 1.507 0.010 -0.052 -0.379
H -0.529 0.175 -2.220 0.785 0.594 0.833
H -0.047 -1.383 -1.772 0.128 0.875 0.972
H -1.275 -2.357 -0.058 0.551 1.300 1.871
H -1.837 -1.670 1.613 1.641 0.821 -1.937
H -0.054 -1.642 1.148 0.204 -0.100 -0.068
```
Forces are in eV/Å.

Entry 2:
Computed, not measured: 2 unconnected molecules or ions with the total composition C3H10N3S in a non-equilibrium geometry, with the ωB97M-V functional and the def2-TZVPD basis.

- net charge = +1
- HOMO-LUMO gap (spin up / spin down) (eV) = 5.723 / 5.647
- relative energy (zero: lowest compared OMol25 entry of this formula, charge and spin) (kJ/mol) = 181.36
- 2S+1 = 3

Structure (XYZ):
```
17
Properties=species:S:1:pos:R:3:forces:R:3
C -1.020 -0.178 -0.883 2.446 1.677 -1.849
C 2.291 -0.229 0.674 -0.149 -0.447 0.652
C 2.699 -1.560 1.160 -2.958 -1.186 -0.514
N 1.131 0.072 0.228 -1.121 -0.904 0.465
N -1.937 2.076 -0.097 -0.083 -1.123 0.117
N -2.171 -0.557 -1.419 -0.988 1.175 -3.240
S -0.222 -0.902 0.403 1.872 0.440 1.120
H -2.422 2.297 -0.927 -0.236 0.636 -1.027
H -0.291 0.478 -1.405 -1.222 -0.543 0.203
H 2.956 0.581 0.916 0.237 0.619 -0.377
H 3.596 -1.938 0.770 1.772 0.022 -0.004
H 1.940 -2.333 0.732 0.988 1.200 1.304
H 2.659 -1.431 2.273 0.277 -0.641 -0.783
H -2.632 1.948 0.592 -0.671 0.031 1.067
H -1.289 2.758 0.175 0.711 1.297 0.284
H -2.477 0.017 -2.278 0.367 -1.728 2.161
H -2.811 -1.099 -0.913 -1.243 -0.526 0.421
```
Forces are in eV/Å.

Entry 3:
Computed, not measured: a molecular structure, C34H55N5O3SSe2Si2W in a non-equilibrium geometry, with the ωB97M-V functional and the def2-TZVPD basis.

- net charge = 0
- HOMO-LUMO gap (spin up / spin down) (eV) = 6.005 / 5.996
- 2S+1 = 3

Structure (XYZ):
```
103
Properties=species:S:1:pos:R:3:forces:R:3
W 0.118 0.005 0.466 5.768 -1.583 -4.987
C 4.794 0.796 0.242 -0.302 0.245 0.009
Si 3.390 1.809 1.017 0.334 0.310 -0.464
C 2.682 3.184 -0.095 -0.079 -0.302 -0.011
C 4.230 2.917 2.316 -0.122 -0.426 0.159
C 1.973 0.722 1.653 -0.602 0.210 1.144
C 1.027 1.776 2.123 0.274 0.327 -0.950
C 1.013 2.456 3.340 -0.118 0.193 0.363
C 0.086 3.450 3.572 0.110 -0.324 -0.198
C -0.814 3.772 2.558 -0.006 0.137 0.128
C -0.773 3.063 1.386 -0.066 -0.365 -0.530
N 0.106 2.065 1.151 0.321 0.647 1.742
Si 2.455 -0.408 3.152 0.847 -0.539 0.075
C 1.180 -0.748 4.523 -0.136 0.085 -0.436
C 3.144 -2.048 2.495 -0.210 0.273 0.274
C 3.910 0.275 4.191 -0.182 0.165 -0.274
H 5.683 1.422 0.156 0.039 0.077 -0.001
H 4.564 0.408 -0.750 -0.066 -0.034 -0.050
H 5.055 -0.054 0.874 -0.034 -0.056 0.065
H 3.466 3.679 -0.668 0.121 -0.033 -0.017
H 2.223 3.947 0.539 0.031 0.025 0.120
H 1.913 2.843 -0.786 0.049 -0.085 -0.071
H 4.777 3.716 1.813 -0.033 0.002 -0.175
H 4.934 2.389 2.953 0.044 0.007 0.013
H 3.491 3.392 2.963 -0.007 0.085 0.034
H 1.736 2.192 4.098 0.024 -0.015 -0.005
H 0.057 3.958 4.525 0.020 0.075 0.012
H -1.552 4.549 2.694 0.009 0.047 -0.078
H -1.457 3.288 0.579 -0.042 -0.051 0.071
H 0.375 -1.396 4.184 0.007 -0.076 0.001
H 0.716 0.168 4.892 -0.006 0.035 0.073
H 1.668 -1.239 5.365 0.199 0.052 -0.016
H 2.406 -2.848 2.562 -0.064 -0.033 -0.117
H 4.011 -2.346 3.086 0.019 0.017 0.115
H 3.462 -1.977 1.459 0.016 0.028 -0.025
H 3.746 1.273 4.598 0.008 0.058 0.022
H 4.841 0.299 3.624 0.052 0.011 -0.040
H 4.067 -0.391 5.040 -0.072 -0.138 -0.009
C 3.719 2.385 -3.433 -0.310 -0.344 0.057
Se 2.396 0.989 -2.994 0.319 0.327 -0.381
C 1.030 1.754 -4.172 0.071 -0.186 0.443
C 0.338 2.952 -3.553 -0.179 0.047 0.492
Se -0.672 2.572 -1.875 0.325 0.603 -1.279
C -2.303 2.070 -2.816 0.197 -0.076 0.154
H 4.047 2.248 -4.461 0.034 0.008 0.030
H 4.560 2.286 -2.755 0.037 -0.011 0.047
H 3.262 3.364 -3.311 0.051 0.024 0.064
H 0.330 0.947 -4.370 -0.036 -0.018 -0.109
H 1.546 2.034 -5.092 -0.119 -0.029 -0.048
H -0.388 3.377 -4.248 0.029 0.085 0.040
H 1.060 3.725 -3.291 -0.049 0.030 -0.020
H -2.515 2.832 -3.562 -0.087 -0.008 0.036
H -3.108 2.030 -2.086 -0.073 0.018 -0.059
H -2.166 1.094 -3.279 -0.044 -0.012 -0.005
C -4.481 -2.395 -3.676 0.154 -0.093 0.073
C -3.601 -3.143 -2.677 -0.315 0.022 -0.112
N -2.229 -2.644 -2.695 -0.342 0.579 0.644
C -1.272 -3.368 -3.513 0.375 -0.260 -0.104
C -0.654 -4.549 -2.774 -0.109 0.120 0.029
C -1.925 -1.552 -1.976 2.087 0.091 -0.975
S -0.323 -0.855 -2.149 -0.489 -0.316 0.189
N -2.915 -1.000 -1.282 -1.483 0.442 0.751
C -2.810 -0.036 -0.405 2.039 -1.050 -1.027
O -1.637 0.403 -0.007 -4.956 0.900 -0.085
C -4.010 0.536 0.165 -0.847 0.719 0.511
C -5.275 0.120 -0.272 0.418 0.001 0.011
C -6.412 0.658 0.294 -0.193 0.045 0.022
C -6.315 1.623 1.290 0.114 -0.034 -0.016
C -5.066 2.049 1.720 -0.210 0.094 0.046
C -3.921 1.509 1.169 0.156 -0.283 -0.240
H -5.468 -2.854 -3.732 -0.029 0.000 -0.005
H -4.035 -2.411 -4.671 -0.026 -0.012 -0.044
H -4.590 -1.358 -3.363 -0.008 0.029 -0.031
H -3.564 -4.206 -2.917 0.029 0.008 0.056
H -4.006 -3.018 -1.675 0.049 -0.177 -0.026
H -0.482 -2.684 -3.813 -0.114 0.007 -0.098
H -1.792 -3.719 -4.408 -0.048 0.158 0.007
H -0.195 -4.221 -1.844 0.048 0.052 0.025
H 0.118 -5.005 -3.393 -0.015 -0.056 -0.032
H -1.403 -5.306 -2.534 -0.015 -0.041 -0.009
H -5.335 -0.630 -1.047 -0.019 -0.022 -0.002
H -7.385 0.326 -0.042 -0.013 -0.002 0.000
H -7.209 2.034 1.737 -0.031 0.022 -0.016
H -4.992 2.804 2.492 0.035 -0.029 0.032
H -2.948 1.808 1.528 -0.031 0.016 -0.012
O -2.126 -0.223 3.298 0.347 0.130 0.135
N -1.295 0.337 2.679 -0.575 -0.778 0.692
O -0.331 -0.556 2.158 -2.046 -0.296 3.568
C 2.731 -2.087 -0.991 -0.101 -0.002 0.060
C 1.678 -2.772 -0.190 0.021 0.319 -0.365
C 1.560 -4.113 0.043 0.055 0.081 0.040
C 0.317 -4.310 0.695 -0.105 0.181 0.042
C -0.267 -3.080 0.832 -0.076 0.125 0.141
C -1.648 -2.833 1.369 0.163 -0.130 0.122
N 0.578 -2.089 0.310 -0.270 -0.186 0.666
H 3.636 -2.695 -1.021 0.062 0.063 0.061
H 2.970 -1.102 -0.584 0.037 -0.034 -0.056
H 2.387 -1.959 -2.019 0.055 0.130 -0.059
H 2.274 -4.871 -0.234 0.088 0.016 -0.034
H -0.114 -5.246 1.013 -0.060 -0.042 -0.023
H -2.310 -3.644 1.060 0.012 -0.026 -0.012
H -2.078 -1.908 1.000 -0.083 -0.037 0.029
H -1.663 -2.784 2.459 -0.043 0.056 0.001
```
Forces are in eV/Å.

> net charge of number 2 (C3H10N3S)?

+1

> Number 1 is which compound?

C8H9N

> Number 3 is which compound?

C34H55N5O3SSe2Si2W